11
Properties=species:S:1:pos:R:3:forces:R:3:mulliken_spin:R:1 method="wB97M-V/def2-TZVPD" charge=0 homo_ev="-5.38 / -10.77" gap_ev="5.29 / 5.44" s_squared=2.0046 spin_multiplicity=3 total_energy_ha=-2251.95009
Cl -0.8476 4.0563 2.8332 -0.1 -0.8 -0.3 0.109
Cl 1.8742 2.1674 3.1037 -0.5 -0.4 -0.1 0.099
Cl 1.4345 4.0374 0.3627 0.0 0.2 0.1 0.270
Si -0.7615 0.9531 0.7952 0.1 -2.3 1.2 0.627
Si 0.3679 2.7339 1.8197 2.3 2.2 -0.4 0.605
Si 0.6835 -0.6211 -0.3114 1.0 1.7 -1.3 0.141
H -1.8094 0.1961 1.4186 -1.1 -1.0 0.1 0.078
H -0.1452 -1.4039 -1.2192 -0.7 -0.5 0.3 0.024
H 1.3230 0.2472 -1.4017 -0.1 -0.2 0.8 0.005
H -1.4012 1.7161 -0.1887 -0.8 1.3 -1.1 0.039
H 1.7521 -1.3679 0.3293 0.0 -0.2 0.5 0.003